Molecular formula: C40H93N4O10
Method: DFT, ωB97M-V/def2-TZVPD

Each line ends with the Mulliken charge.
Geometry (Å):
C -1.299 -2.379 -0.355  -0.35
C -2.782 -2.013 -0.230  -0.48
C -3.198 -0.784 -1.043  -1.03
C -2.399 0.493 -0.746  -0.56
C -2.277 0.810 0.752  -0.26
C -2.083 2.302 1.045  -0.44
C -2.290 2.735 2.510  -0.85
C -1.984 1.675 3.578  -0.25
C -1.617 2.276 4.949  -1.11
C -0.111 2.217 5.203  -1.06
C 0.704 2.969 4.145  0.99
C 2.201 2.999 4.448  -1.11
C 3.102 3.681 3.386  -0.73
C 2.443 4.063 2.045  0.75
C 3.378 3.984 0.811  0.02
C 2.775 3.248 -0.395  -1.59
C 2.493 1.739 -0.409  -0.11
C 1.232 1.164 0.301  0.09
N 1.513 -0.310 0.327  -0.25
C 2.837 -0.406 -0.115  0.21
N 3.310 -1.532 -0.549  0.27
N 4.606 -1.685 -1.050  -0.71
N 3.588 0.762 -0.102  -0.07
C 4.210 0.870 1.242  -0.77
H -1.093 -2.726 -1.375  0.28
H -0.640 -1.529 -0.145  -0.22
H -1.043 -3.190 0.333  0.29
H -3.057 -1.885 0.825  0.31
H -3.364 -2.871 -0.592  0.32
H -3.114 -1.027 -2.111  0.42
H -4.259 -0.573 -0.859  0.31
H -2.899 1.338 -1.236  0.56
H -1.403 0.412 -1.206  0.08
H -3.179 0.456 1.270  0.78
H -1.437 0.243 1.172  -0.13
H -2.780 2.865 0.409  0.44
H -1.076 2.607 0.727  -0.06
H -1.656 3.613 2.692  0.29
H -3.323 3.078 2.650  0.46
H -2.844 1.005 3.677  0.60
H -1.149 1.038 3.247  0.04
H -1.942 3.326 4.984  0.40
H -2.145 1.759 5.757  0.31
H 0.127 2.598 6.203  0.47
H 0.199 1.161 5.190  0.33
H 0.306 3.984 4.010  0.41
H 0.547 2.448 3.186  -0.81
H 2.357 3.490 5.416  0.36
H 2.533 1.960 4.598  0.27
H 3.972 3.039 3.201  0.31
H 3.523 4.595 3.819  0.46
H 1.558 3.452 1.852  -0.93
H 2.089 5.093 2.142  0.67
H 4.366 3.610 1.086  0.29
H 3.543 5.010 0.462  -0.16
H 3.373 3.464 -1.288  0.57
H 1.790 3.702 -0.579  0.31
H 2.288 1.526 -1.469  0.51
H 0.378 1.340 -0.352  -0.19
H 1.027 1.517 1.312  0.00
H 1.453 -0.683 1.269  0.35
H 2.689 -2.329 -0.548  0.31
H 4.770 -2.669 -1.216  0.30
H 5.274 -1.356 -0.363  0.27
H 5.044 1.569 1.199  0.29
H 4.607 -0.105 1.540  0.44
H 3.494 1.202 2.003  0.08
C -0.990 -7.978 -4.332  -0.68
O -0.698 -8.292 -2.984  -0.35
C -0.018 -7.268 -2.286  -0.64
C -0.952 -6.477 -1.397  -0.36
O -1.894 -5.735 -2.149  -0.35
C -3.179 -6.337 -2.190  -0.93
H -1.631 -8.770 -4.713  0.23
H -1.510 -7.020 -4.420  0.29
H -0.075 -7.945 -4.935  0.33
H 0.482 -6.591 -2.988  0.33
H 0.749 -7.742 -1.665  0.38
H -0.365 -5.765 -0.805  0.33
H -1.459 -7.154 -0.703  0.33
H -3.674 -6.274 -1.215  0.38
H -3.123 -7.384 -2.491  0.40
H -3.773 -5.791 -2.920  0.31
C 6.962 10.234 -0.800  -0.67
O 6.624 9.040 -1.481  -0.42
C 7.287 7.893 -0.980  -0.45
C 6.372 7.058 -0.116  -0.39
O 6.000 7.729 1.077  -0.20
C 4.695 8.268 1.032  -0.60
H 6.295 11.012 -1.166  0.26
H 6.837 10.131 0.282  0.28
H 7.996 10.527 -1.009  0.31
H 8.177 8.171 -0.407  0.24
H 7.607 7.291 -1.837  0.37
H 6.899 6.140 0.170  0.30
H 5.478 6.776 -0.684  0.36
H 3.942 7.470 1.071  0.02
H 4.537 8.862 0.128  0.34
H 4.564 8.907 1.904  0.28
C -7.975 -10.679 -1.416  -0.68
O -8.255 -10.299 -2.748  -0.43
C -8.216 -8.900 -2.966  -0.30
C -6.932 -8.469 -3.634  -0.57
O -5.802 -8.664 -2.797  -0.27
C -5.044 -9.813 -3.123  -0.86
H -7.891 -11.764 -1.402  0.26
H -7.038 -10.241 -1.059  0.26
H -8.786 -10.380 -0.743  0.32
H -8.340 -8.360 -2.021  0.31
H -9.056 -8.634 -3.613  0.23
H -6.995 -7.400 -3.864  0.38
H -6.806 -9.012 -4.576  0.36
H -4.518 -9.681 -4.076  0.28
H -5.672 -10.705 -3.187  0.44
H -4.307 -9.950 -2.333  0.24
C -10.242 -5.446 -4.685  -0.89
O -10.017 -5.808 -3.335  -0.27
C -9.329 -4.824 -2.584  -0.36
C -10.264 -4.029 -1.701  -0.70
O -11.164 -3.243 -2.460  -0.37
C -12.465 -3.793 -2.555  -0.67
H -10.902 -6.197 -5.113  0.27
H -10.714 -4.464 -4.764  0.40
H -9.303 -5.436 -5.251  0.33
H -8.787 -4.145 -3.251  0.37
H -8.596 -5.338 -1.953  0.33
H -9.673 -3.352 -1.077  0.38
H -10.812 -4.709 -1.040  0.35
H -12.980 -3.753 -1.590  0.33
H -12.439 -4.829 -2.902  0.28
H -13.016 -3.189 -3.273  0.24
C 10.385 6.367 1.011  -0.86
O 9.713 7.536 1.434  -0.33
C 9.003 7.379 2.656  -0.09
C 9.761 7.971 3.822  -0.77
O 10.967 7.273 4.079  -0.37
C 12.124 7.935 3.603  -0.66
H 11.019 6.644 0.170  0.25
H 11.006 5.949 1.807  0.42
H 9.672 5.602 0.678  0.31
H 8.805 6.318 2.844  0.33
H 8.042 7.888 2.548  0.18
H 9.138 7.903 4.719  0.38
H 9.964 9.029 3.629  0.37
H 12.326 8.840 4.185  0.33
H 12.028 8.205 2.548  0.27
H 12.959 7.247 3.723  0.24

Calculated values
- Spin multiplicity: 1
- Kohn-Sham gap: 0.264 hartree
- Highest occupied orbital energy: -10.3 eV
- LUMO level: -3.102 eV
- Net charge: +1

Molecular formula: C40H96N2O12S11
Method: DFT, ωB97M-V/def2-TZVPD

Each line ends with the Mulliken charge.
Geometry (Å):
C -2.752 -1.340 5.913  -1.69
C -1.544 -0.727 5.172  0.39
C -0.670 -1.739 4.436  0.31
C -1.445 -2.727 3.543  -1.37
N -0.988 -2.706 2.103  0.83
C -0.449 -4.018 1.729  -1.54
C 0.894 -4.306 2.392  -1.58
C 1.863 -3.146 2.543  -0.83
C 2.069 -2.270 1.280  0.93
C 3.488 -2.371 0.703  2.48
O 3.877 -3.766 0.569  -0.41
C 3.234 -4.462 -0.389  -0.02
O 2.736 -5.533 -0.163  -0.53
N 3.281 -3.893 -1.721  0.35
C 3.553 -4.996 -2.676  -0.98
C 1.997 -3.277 -2.071  0.60
C 2.005 -1.796 -2.364  -0.64
O 0.983 -3.923 -2.146  -0.59
C 4.602 -1.608 1.428  0.23
C 4.164 -0.940 2.732  -2.00
C 5.306 -0.592 0.521  -1.26
C 5.956 -1.268 -0.689  0.23
C 7.080 -0.456 -1.331  -1.44
C -2.060 -2.289 1.310  -0.70
S -2.978 -3.166 0.295  -0.01
S -2.495 -0.578 1.511  -0.07
C -0.943 0.296 1.153  1.59
C -0.805 1.468 2.148  0.38
C 0.658 1.795 2.497  -0.52
H -2.795 -2.414 5.748  0.44
H -2.598 -1.223 6.980  0.40
H -3.669 -0.852 5.598  0.36
H -0.905 -0.252 5.913  0.55
H -1.833 0.073 4.497  -0.63
H -0.003 -1.188 3.773  -0.47
H -0.024 -2.288 5.122  0.48
H -1.383 -3.754 3.895  0.34
H -2.495 -2.450 3.568  0.81
H -1.141 -4.817 2.005  0.64
H -0.328 -4.066 0.647  0.56
H 0.670 -4.678 3.398  0.47
H 1.359 -5.130 1.865  0.54
H 1.635 -2.539 3.416  0.35
H 2.828 -3.600 2.759  0.80
H 1.833 -1.234 1.516  -1.31
H 1.364 -2.538 0.489  0.34
H 3.462 -1.988 -0.314  -1.39
H 4.356 -5.605 -2.277  0.35
H 3.849 -4.563 -3.629  0.32
H 2.673 -5.613 -2.843  0.37
H 1.181 -1.355 -1.807  0.10
H 2.942 -1.330 -2.087  0.14
H 1.813 -1.669 -3.427  0.36
H 5.389 -2.321 1.679  0.41
H 3.758 -1.651 3.444  0.42
H 3.471 -0.116 2.572  0.29
H 5.049 -0.521 3.212  0.56
H 6.112 -0.174 1.131  0.57
H 4.658 0.237 0.232  0.40
H 5.184 -1.405 -1.449  -0.13
H 6.295 -2.266 -0.412  0.37
H 8.028 -0.681 -0.842  0.41
H 7.140 -0.658 -2.394  0.40
H 6.891 0.604 -1.201  0.23
H -0.121 -0.413 1.255  -1.80
H -0.928 0.642 0.121  0.70
H -1.341 2.314 1.735  0.62
H -1.320 1.141 3.045  -0.66
H 0.689 2.282 3.469  0.33
H 1.225 0.866 2.507  -0.01
H 1.048 2.448 1.725  -0.23
C -7.365 -1.816 -3.306  -0.97
S -6.658 -0.710 -2.080  0.54
O -6.499 0.624 -2.733  -0.67
C -5.052 -1.481 -2.039  -0.33
H -8.381 -1.485 -3.512  0.34
H -6.769 -1.774 -4.217  0.28
H -7.378 -2.829 -2.906  0.36
H -4.603 -1.476 -3.032  0.36
H -5.157 -2.503 -1.678  0.18
H -4.430 -0.915 -1.348  -0.06
C -5.399 -7.321 -2.761  -0.99
S -4.807 -6.090 -1.593  0.56
O -4.699 -4.808 -2.342  -0.57
C -3.147 -6.749 -1.434  -0.49
H -6.422 -7.064 -3.026  0.32
H -4.771 -7.308 -3.652  0.30
H -5.378 -8.304 -2.291  0.37
H -2.670 -6.775 -2.414  0.30
H -3.196 -7.748 -1.002  0.39
H -2.595 -6.085 -0.770  -0.14
C -5.431 1.710 0.344  -0.83
S -4.729 3.223 1.002  0.34
O -3.524 2.839 1.797  -0.53
C -6.044 3.557 2.178  -1.01
H -4.732 1.311 -0.387  0.12
H -5.569 0.992 1.153  0.33
H -6.380 1.936 -0.143  0.49
H -6.142 2.714 2.862  0.26
H -6.976 3.723 1.636  0.40
H -5.777 4.455 2.731  0.34
C 7.530 3.993 -3.784  -0.90
S 6.207 2.823 -4.121  0.42
O 6.124 1.894 -2.955  -0.39
C 7.085 1.950 -5.419  -1.06
H 7.221 4.632 -2.960  0.27
H 8.436 3.449 -3.517  0.26
H 7.696 4.603 -4.672  0.39
H 8.024 1.565 -5.016  0.38
H 7.272 2.631 -6.247  0.41
H 6.461 1.134 -5.764  0.27
C -1.104 2.369 10.008  -0.96
S -1.340 1.124 8.734  0.53
O 0.003 0.601 8.375  -0.61
C -1.833 2.268 7.438  -0.64
H -0.756 1.863 10.906  0.34
H -0.358 3.092 9.677  0.30
H -2.054 2.863 10.210  0.36
H -1.041 2.999 7.277  0.32
H -2.759 2.764 7.729  0.40
H -1.996 1.693 6.530  0.05
C 3.372 0.458 -9.270  -1.00
S 3.411 1.303 -7.684  0.44
O 4.838 1.592 -7.385  -0.53
C 2.966 -0.125 -6.694  -0.92
H 3.673 1.171 -10.034  0.33
H 4.068 -0.381 -9.252  0.30
H 2.358 0.111 -9.470  0.38
H 3.694 -0.919 -6.859  0.35
H 1.964 -0.458 -6.964  0.44
H 2.978 0.185 -5.651  0.22
C 5.847 4.720 1.014  -1.11
S 5.632 4.619 -0.768  0.70
O 5.818 5.996 -1.306  -0.74
C 3.874 4.292 -0.739  -0.61
H 6.890 4.957 1.209  0.36
H 5.207 5.506 1.415  0.31
H 5.599 3.757 1.461  0.31
H 3.360 5.101 -0.219  0.13
H 3.693 3.339 -0.243  0.30
H 3.532 4.234 -1.770  0.27
C -9.386 1.994 -2.951  -0.74
S -9.790 3.553 -2.166  0.48
O -9.588 3.373 -0.703  -0.61
C -11.563 3.472 -2.457  -0.97
H -8.315 1.826 -2.841  0.17
H -9.937 1.188 -2.463  0.29
H -9.642 2.042 -4.011  0.41
H -11.964 2.567 -2.000  0.30
H -11.754 3.477 -3.530  0.36
H -12.018 4.348 -2.000  0.33
C 0.673 5.863 1.519  -1.00
S 0.593 4.756 0.109  0.49
O 1.849 3.957 0.112  -0.54
C 0.783 6.026 -1.145  -1.12
H 0.611 5.256 2.420  0.30
H 1.618 6.407 1.502  0.32
H -0.169 6.553 1.483  0.41
H 1.718 6.562 -0.983  0.36
H -0.066 6.708 -1.096  0.41
H 0.802 5.536 -2.116  0.34

Calculated values
- Spin multiplicity: 1
- Kohn-Sham gap: 0.302 hartree
- Highest occupied orbital energy: -7.9 eV
- LUMO level: 0.346 eV

Molecular formula: C40H96N7O9Tl
Method: DFT, ωB97M-V/def2-TZVPD

Each line ends with the Mulliken charge.
Geometry (Å):
Tl 3.970 -3.545 -2.630  0.91
C 0.148 -1.023 -0.261  0.38
C 0.812 -1.875 -1.316  0.07
O 2.059 -1.758 -1.448  -0.33
O 0.158 -2.643 -2.051  -0.82
H 0.565 -0.018 -0.246  -0.01
H 0.302 -1.586 0.664  0.89
H -0.935 -0.958 -0.395  -0.83
C 1.727 2.085 -2.218  -0.77
C 3.143 1.543 -2.127  1.28
C 4.205 2.609 -2.202  -1.00
O 4.301 3.138 -3.496  -0.31
C 5.159 4.251 -3.580  -0.81
N 3.341 0.753 -0.862  -0.57
H 1.558 2.937 -1.558  0.41
H 1.008 1.297 -1.972  -0.31
H 1.543 2.396 -3.248  0.47
H 3.273 0.819 -2.943  -0.16
H 5.175 2.130 -1.944  0.41
H 4.127 3.351 -1.393  0.40
H 4.965 5.007 -2.816  0.32
H 5.045 4.683 -4.573  0.25
H 6.213 3.940 -3.539  0.32
H 2.851 -0.128 -1.087  -0.32
H 4.308 0.427 -0.947  0.44
C -3.607 -2.136 0.514  -0.79
C -2.846 -3.290 -0.147  0.95
C -3.127 -4.596 0.594  -0.85
O -2.977 -5.702 -0.239  -0.33
C -3.295 -6.902 0.434  -0.77
N -3.257 -3.438 -1.539  -0.41
H -4.670 -2.192 0.279  0.45
H -3.234 -1.188 0.114  -0.12
H -3.470 -2.110 1.600  0.12
H -1.771 -3.103 -0.142  -0.20
H -4.164 -4.574 0.981  0.42
H -2.500 -4.648 1.498  0.38
H -2.610 -7.055 1.273  0.31
H -3.270 -7.728 -0.269  0.26
H -4.315 -6.850 0.839  0.33
H -3.348 -2.543 -2.014  0.15
H -4.168 -3.894 -1.573  0.35
C -3.358 0.189 -4.747  -1.67
C -2.163 -0.069 -3.842  1.48
C -2.115 0.765 -2.557  0.26
O -2.591 2.069 -2.882  -0.53
C -1.607 2.973 -3.369  -0.11
N -2.139 -1.490 -3.484  -0.11
H -4.273 -0.167 -4.268  0.35
H -3.214 -0.363 -5.675  0.47
H -3.495 1.244 -4.956  0.35
H -1.257 0.108 -4.451  -0.95
H -1.146 0.742 -2.055  0.28
H -2.928 0.425 -1.907  -0.16
H -2.066 3.744 -3.984  0.36
H -0.844 2.477 -3.977  0.13
H -1.166 3.445 -2.483  -0.13
H -1.247 -1.766 -3.048  -0.02
H -2.114 -2.045 -4.339  0.35
C 6.640 -6.545 0.252  -1.56
C 5.790 -5.423 -0.340  0.38
C 5.515 -4.367 0.701  -0.85
O 4.482 -3.517 0.274  -0.10
C 4.439 -2.328 1.030  -0.48
N 6.444 -4.762 -1.484  -0.48
H 6.074 -7.016 1.061  0.42
H 7.584 -6.207 0.679  0.33
H 6.833 -7.321 -0.489  0.40
H 4.836 -5.851 -0.666  0.18
H 6.447 -3.798 0.869  0.37
H 5.382 -4.806 1.700  0.40
H 3.702 -1.654 0.592  -0.07
H 5.376 -1.754 1.013  0.33
H 4.182 -2.505 2.079  0.31
H 6.755 -5.447 -2.168  0.25
H 7.300 -4.314 -1.171  0.24
C 1.597 -0.379 -4.752  -0.63
C 2.120 -1.531 -5.586  0.13
C 2.195 -1.119 -7.047  -0.93
O 2.778 -2.167 -7.766  -0.30
C 3.025 -1.824 -9.118  -0.77
N 3.470 -1.927 -5.104  -0.47
H 0.648 -0.067 -5.205  0.25
H 2.261 0.486 -4.831  0.41
H 1.420 -0.637 -3.709  -0.10
H 1.422 -2.365 -5.497  0.26
H 2.818 -0.213 -7.129  0.43
H 1.194 -0.876 -7.432  0.45
H 2.086 -1.667 -9.659  0.29
H 3.626 -2.591 -9.594  0.25
H 3.581 -0.878 -9.178  0.33
H 3.751 -2.619 -5.799  0.35
H 4.093 -1.131 -5.219  0.22
C -2.766 5.454 0.262  -1.78
C -2.566 4.521 1.472  1.53
C -2.173 3.118 0.990  0.45
C -0.723 3.026 0.536  1.14
C 0.149 3.409 1.731  -1.30
C -0.136 4.811 2.272  1.63
N -1.586 4.989 2.446  1.02
O -1.910 6.247 2.922  -0.51
C 0.544 4.909 3.656  -1.66
C 0.455 5.877 1.328  -1.80
C -3.891 4.353 2.221  -1.71
H -2.907 6.460 0.670  0.44
H -3.692 5.163 -0.230  0.45
H -1.946 5.517 -0.447  0.21
H -2.382 2.342 1.731  -1.71
H -2.819 2.832 0.152  0.90
H -0.512 3.716 -0.283  0.04
H -0.472 2.007 0.237  -1.33
H 1.214 3.351 1.486  0.74
H 0.005 2.638 2.494  -0.08
H 0.531 3.945 4.171  0.29
H 1.577 5.223 3.533  0.36
H 0.015 5.558 4.354  0.37
H 0.266 6.892 1.675  0.41
H 1.520 5.685 1.230  0.48
H -0.046 5.848 0.360  0.24
H -3.822 3.569 2.975  0.25
H -4.679 4.076 1.518  0.41
H -4.222 5.273 2.703  0.46
H -2.055 6.135 3.873  0.36
C -2.056 -1.976 7.410  -1.89
C -2.673 -0.865 6.575  1.28
C -2.102 0.452 7.168  -1.35
C -2.417 1.639 6.274  -0.94
C -1.788 1.404 4.921  -0.66
C -2.251 0.126 4.217  2.65
N -2.227 -0.966 5.200  0.29
O -2.719 -2.157 4.644  -0.44
C -3.671 0.369 3.677  -1.82
C -1.254 -0.221 3.119  -1.27
C -4.211 -0.855 6.785  -1.47
H -2.328 -2.964 7.013  0.43
H -2.456 -2.058 8.422  0.39
H -0.971 -1.916 7.469  0.41
H -2.515 0.618 8.160  0.54
H -1.019 0.348 7.278  0.37
H -2.078 2.569 6.736  0.46
H -3.505 1.767 6.220  0.31
H -0.709 1.311 5.125  0.60
H -1.801 2.277 4.261  -0.38
H -4.115 -0.577 3.363  0.47
H -4.305 0.887 4.386  0.39
H -3.634 0.963 2.762  0.29
H -0.250 0.086 3.404  0.31
H -1.261 -1.291 2.908  0.36
H -1.517 0.262 2.174  -0.27
H -4.406 -0.368 7.738  0.38
H -4.610 -1.867 6.855  0.40
H -4.729 -0.323 5.996  0.31
H -1.929 -2.659 4.404  0.37

Calculated values
- Spin multiplicity: 1
- Kohn-Sham gap: 0.063 hartree
- Highest occupied orbital energy: -12.5 eV
- LUMO level: -10.727 eV
- Net charge: +2